DFT (wB97M-V/def2-TZVPD) results for the molecule C4H12N2.

```
18
Properties=species:S:1:pos:R:3:forces:R:3
C -2.005 -0.927 -1.194 1.980 0.294 1.543
N -0.887 0.028 -1.377 -0.921 -0.668 -0.029
C -0.468 0.658 -0.145 1.160 0.693 -0.886
C 0.607 -0.044 0.676 -0.999 -0.952 1.021
C 0.871 0.786 1.943 0.541 -0.530 -0.470
N 1.799 -0.400 -0.095 -0.429 0.418 0.019
H -1.984 -1.520 -2.098 -1.323 0.061 -0.189
H -2.840 -0.392 -0.748 -0.764 0.043 -1.241
H -1.794 -1.612 -0.356 0.276 -0.403 -0.145
H -0.144 -0.507 -1.812 0.363 0.392 0.260
H -1.336 0.927 0.456 -0.081 -0.254 0.138
H -0.014 1.617 -0.422 -0.042 0.251 -0.010
H 0.192 -1.011 0.995 0.005 0.058 -0.012
H 1.637 0.309 2.552 0.250 -0.037 -0.025
H 1.265 1.742 1.591 -0.238 0.283 0.475
H 0.003 0.854 2.597 -0.156 0.405 -0.285
H 2.377 0.420 -0.243 0.083 0.020 -0.053
H 2.326 -1.043 0.478 0.295 -0.075 -0.110
```
Forces are in eV/Å.

SMILES = CNC[C@H](C)N
Energy = -269.084529 hartree
Relative energy (zero: lowest compared OMol25 entry of this formula, charge and spin) = 19.97 kcal per mole
Charge = 0

Results of the Löwdin charge analysis, in e, for atoms 1 through 8: number 1, C, carries -0.13; number 2, N, carries -0.13; number 3, C, carries -0.25; number 4, C, carries -0.47; number 5, C, carries -0.07; number 6, N, carries 0.04; number 7, H, carries 0.08; number 8, H, carries 0.07